Record 1
{
  "formula": "C6H11N",
  "method": "ωB97M-V/def2-TZVPD",
  "species": ["H", "C", "H", "H", "H", "H", "C", "H", "H", "C", "H", "H", "C", "C", "N", "H", "C", "H"],
  "coordinates": [[-1.3641, 0.8083, 0.7148], [-0.9044, -0.4696, -0.5866], [2.1083, -1.4831, -1.1575], [2.2189, -0.3696, 1.5244], [3.2359, -0.1244, 0.1319], [-3.9126, 0.0847, 0.2217], [0.4732, -0.3986, -0.5713], [-3.0854, 0.8841, 1.5707], [0.6903, -2.2316, -1.4484], [2.4335, 0.3559, 0.7179], [-1.8079, 1.4014, -1.1402], [0.7977, 1.6605, 0.0011], [-1.8189, 0.6998, -0.2877], [-2.9319, 0.3259, 0.6537], [1.1743, -1.6280, -0.7991], [-1.3329, -1.4438, -0.6626], [1.2147, 0.6718, -0.0765], [2.8111, 1.2563, 1.1936]],
  "nbo_charge": [0.301, -0.040, 0.369, 0.236, 0.215, 0.154, 0.052, 0.181, 0.374, -0.667, 0.178, 0.216, -0.569, -0.473, -0.813, 0.204, -0.140, 0.223],
  "e_above_lowest_kcal_mol": 157.24,
  "homo_ha": -0.23592,
  "gap_ha": 0.182
}



Record 2
{
  "formula": "C38H104LiN9O10",
  "method": "ωB97M-V/def2-TZVPD",
  "species": ["C", "C", "O", "H", "H", "C", "H", "H", "H", "H", "H", "H", "C", "O", "H", "H", "H", "C", "H", "H", "H", "H", "O", "C", "C", "N", "C", "H", "H", "H", "H", "H", "O", "H", "C", "N", "H", "H", "H", "C", "H", "N", "H", "H", "H", "C", "H", "H", "H", "C", "H", "H", "C", "C", "H", "H", "H", "H", "C", "C", "H", "H", "H", "H", "C", "H", "N", "H", "H", "O", "H", "H", "N", "H", "O", "H", "C", "H", "H", "H", "H", "H", "H", "H", "H", "H", "N", "C", "H", "H", "H", "C", "N", "H", "C", "H", "H", "C", "H", "C", "H", "H", "H", "H", "H", "N", "H", "H", "C", "Li", "C", "H", "O", "H", "H", "C", "H", "C", "H", "O", "H", "H", "C", "O", "H", "C", "N", "C", "H", "C", "H", "H", "H", "H", "C", "H", "H", "H", "H", "C", "H", "H", "H", "H", "H", "H", "H", "C", "H", "C", "H", "H", "C", "O", "H", "C", "H", "H", "H", "C", "H", "H"],
  "coordinates": [[-2.8708, -6.8475, -7.1714], [-0.7330, -10.8008, 2.5412], [-7.8586, 7.8322, 0.6545], [0.2020, 0.7068, -1.3108], [7.1999, 2.9403, -4.3145], [-0.7098, -8.4909, -0.4938], [-9.6304, 7.8943, -0.3316], [1.4599, -2.1750, 9.4318], [-1.0694, -6.8060, -6.6325], [-5.0775, 9.9657, 0.8234], [-2.2848, 2.0444, -0.2266], [3.5204, 5.1726, -5.9752], [5.6541, -8.0230, 3.6448], [1.8735, 4.3450, 5.3862], [-3.9538, 7.7624, 2.6737], [0.0298, 1.2230, 0.3480], [3.0393, 3.3469, -7.3142], [-8.8998, 1.8378, 1.8077], [-5.5365, 7.0600, 1.3575], [4.7929, 5.2793, -11.1349], [-1.1944, 0.2049, -0.3595], [6.1550, -4.0517, 2.3934], [-2.1353, -4.5277, -6.7401], [0.9500, -3.1391, 6.3860], [-2.3737, -3.2552, -6.0577], [-2.0589, -8.5185, -0.9401], [-0.2437, -7.0718, -0.7469], [2.2936, 5.8402, 1.9661], [-3.3097, -2.9266, -6.5094], [7.4346, -8.7207, 3.3287], [1.1503, 5.6686, 6.9381], [5.9446, 4.8103, -9.9475], [6.9359, 5.0925, -2.8068], [5.2023, 2.9925, -2.7677], [-5.6730, 8.1279, 1.5277], [0.9523, -2.1125, 8.5608], [1.0533, -1.1544, 8.2574], [4.5279, -9.0689, 5.0583], [-3.5578, -5.5416, -5.5246], [1.0709, 4.6610, 6.5301], [3.8699, 5.7992, 1.9524], [8.3138, 1.6646, -2.9766], [4.2878, 6.9252, 4.5836], [0.8007, -6.8742, -0.5058], [1.0835, 4.8563, 3.6188], [4.3951, 5.8613, 4.3724], [-4.6566, 9.3942, 3.0217], [-8.6061, 0.5248, 0.0998], [-0.3726, -6.8747, -1.8112], [-3.2142, -5.4907, -6.5578], [-7.8835, 1.7901, 2.1987], [4.9316, -4.0703, 8.8325], [-0.5263, 1.0397, -0.5713], [6.0825, -6.6643, 3.1490], [-9.2456, 9.5099, 0.3177], [0.4263, -8.6827, 1.3678], [3.3770, 5.8532, -9.0768], [0.9225, 5.1223, -8.7301], [1.2558, 4.1751, -8.3061], [7.8980, 4.0780, -2.7715], [7.3928, -8.0774, 4.7212], [-0.7976, -11.8887, 2.5247], [5.4023, -4.8236, 1.0842], [-2.4740, -6.5960, -8.1550], [-1.5254, 2.0621, -1.0083], [-10.8948, 1.4953, -1.0845], [2.5870, 5.1472, -6.3600], [6.0779, 2.3497, -1.4450], [4.3399, -3.9713, 2.2428], [5.0187, -5.7423, 2.9207], [-1.6207, -2.5243, -6.3527], [0.0490, 4.5285, 6.1748], [-1.7853, -7.5125, -6.5406], [5.8011, 1.3115, -2.7355], [-1.0067, 3.3918, -1.0788], [4.5092, 5.3981, 5.3525], [-4.0719, -7.8096, -7.2841], [7.8712, 6.1134, -1.2697], [-5.2822, 7.8354, 3.6589], [-9.2901, 2.8157, 2.0896], [0.2412, -10.5841, 2.9796], [-1.2854, -8.3602, 1.5533], [-8.8060, 3.3491, -0.0441], [3.0672, -1.6749, 6.9282], [6.8497, -6.1871, 3.7587], [8.1009, 6.7986, -2.8660], [-5.1153, 9.0188, 0.4739], [2.6428, 4.3245, -7.5883], [3.7057, -7.5799, 4.4992], [1.1306, 3.4066, -9.0689], [8.8254, 4.3558, -3.2725], [5.2376, -4.5799, 2.1338], [-8.5791, 2.4983, -0.5387], [-11.0720, 2.1323, 0.5442], [4.6597, -8.0213, 4.7879], [-1.5093, -10.4086, 3.1982], [6.5730, 7.0419, -2.0247], [3.7019, 4.9326, -8.5921], [-7.3090, 9.4412, 1.8000], [-10.6653, 1.3042, -0.0363], [1.1568, 3.8804, 7.2860], [-3.7440, -8.8058, -7.5808], [-7.5742, 2.5752, -0.4729], [4.6491, 5.1749, -8.1101], [-2.4326, -9.4438, -0.7847], [6.8369, -8.6906, 4.1423], [-9.3935, 1.0677, 2.4005], [-0.7025, -6.2388, -0.2142], [4.2314, -3.5192, 9.4604], [-1.8750, 7.5825, -1.8291], [-7.1675, 8.3633, 1.7210], [-13.1568, 0.8422, 0.3169], [-11.2626, 0.0863, 0.3809], [-5.8021, 9.1435, -0.2560], [-13.0919, -0.8912, 0.4357], [1.6967, -3.0438, 7.7301], [4.8449, -3.3211, 10.3393], [-4.8647, 8.3490, 2.7929], [5.1510, -8.6003, 2.8691], [3.9995, 4.0514, -9.6287], [-7.4733, 7.8865, 2.6523], [3.5249, 4.2757, 3.1937], [7.3688, 6.3216, -2.2144], [3.8075, -2.3511, 8.7190], [1.5827, -3.9520, 8.3219], [-9.1853, 8.4373, 0.5022], [3.0951, 6.1552, 2.4938], [3.2423, 5.2462, 3.6016], [-1.9298, -7.5401, -5.5414], [7.3647, 2.7822, -3.2486], [-2.0807, 1.6511, -1.8514], [-4.1327, -5.0855, -6.9823], [-2.3589, -3.4848, -4.9923], [0.9513, -2.1658, 5.8954], [-9.1209, 1.4511, 0.3547], [5.3055, 5.7563, 3.7823], [3.7042, -3.3246, 6.9582], [2.0651, 4.6645, -5.6426], [-0.1292, -9.1097, -1.1779], [6.0535, 2.3527, -2.5348], [-12.8254, -0.0728, -1.0813], [0.5361, 3.9511, -7.5187], [4.9710, -7.4055, 5.6317], [7.9790, 0.8171, -3.4121], [8.3442, 3.9392, -1.7868], [9.1805, 1.8288, -3.4687], [5.3622, 3.6427, -11.0875], [1.8716, 5.1796, 4.2988], [1.7108, 6.1788, 4.7037], [3.1353, -2.5859, 7.5227], [-9.7475, 8.2342, 1.4136], [3.4817, -4.2324, 9.8031], [-0.5585, -8.9207, 0.9656], [-0.8652, -10.3634, 1.1935], [-0.0747, -3.5099, 6.4113], [-12.5969, -0.0317, -0.0164], [1.4517, -3.8303, 5.7087], [-4.6819, -7.7909, -6.3809], [6.5453, -6.8992, 2.1906], [5.0409, 4.4674, -10.4513], [-4.8022, -7.4634, -8.0154], [-2.7175, -7.8850, -0.5099]],
  "mulliken_charge": [0.488, -0.706, -0.321, 0.257, 0.172, 0.654, 0.255, 0.287, 0.321, 0.261, 0.162, 0.258, 0.653, -0.314, 0.343, 0.256, 0.235, -1.416, 0.261, 0.318, 0.287, 0.313, -0.350, -1.390, -0.675, -0.683, -1.503, 0.269, 0.292, 0.288, 0.320, 0.316, -0.262, 0.315, 0.456, -0.676, 0.269, 0.365, 0.415, -0.789, 0.292, -0.756, 0.353, 0.389, 0.359, -1.400, 0.344, 0.373, 0.327, -0.839, 0.402, 0.306, -0.904, -0.738, 0.318, 0.357, 0.303, 0.314, -1.280, -0.957, 0.275, 0.255, 0.317, 0.334, -0.238, 0.439, -0.765, 0.330, 0.226, -0.265, 0.239, 0.331, -0.737, 0.354, -0.883, 0.330, -1.500, 0.316, 0.378, 0.342, 0.276, 0.270, 0.229, 0.331, 0.310, 0.302, -0.740, 0.484, 0.349, 0.317, 0.401, -0.791, -0.736, 0.245, -1.470, 0.293, 0.240, -0.652, 0.311, -0.669, 0.249, 0.386, 0.287, 0.338, 0.252, -0.781, 0.326, 0.373, -0.733, 0.830, -0.735, 0.321, -0.308, 0.315, 0.269, 0.332, 0.301, -1.379, 0.305, -0.298, 0.382, 0.341, -0.760, -0.374, 0.267, -0.769, -0.820, 0.568, 0.233, 0.694, 0.222, 0.417, 0.278, 0.313, 0.352, 0.342, 0.279, 0.279, 0.213, -1.317, 0.309, 0.360, 0.301, 0.256, 0.428, 0.242, 0.262, -0.737, 0.304, -0.482, 0.327, 0.287, -0.684, -0.313, 0.357, -0.763, 0.327, 0.320, 0.339, -0.786, 0.376, 0.233],
  "e_above_lowest_kcal_mol": 219.03,
  "homo_ha": -0.20036,
  "gap_ha": 0.121
}



Record 3
{
  "formula": "C21H29N3O2S",
  "method": "ωB97M-V/def2-TZVPD",
  "species": ["H", "N", "H", "H", "H", "H", "C", "H", "H", "C", "N", "H", "H", "C", "C", "H", "C", "H", "H", "H", "O", "C", "C", "H", "C", "H", "H", "C", "H", "C", "S", "N", "H", "C", "C", "C", "H", "C", "H", "H", "C", "H", "H", "C", "H", "C", "H", "C", "H", "H", "C", "H", "O", "C", "C", "H"],
  "coordinates": [[2.5811, -1.5593, -1.0645], [1.7414, 3.2018, 2.9128], [2.1721, 1.2390, 1.6764], [-0.2316, 3.0863, 2.2814], [0.4457, 1.2831, -2.0216], [-4.6661, -2.3306, -4.0835], [-2.9904, -2.0188, -1.9973], [-0.2096, -1.4454, -3.8432], [-1.2541, 0.1265, -0.0258], [-4.9982, -2.8601, -3.2022], [3.7221, 3.3667, 1.1680], [3.2659, 0.7801, -1.1445], [2.6201, -2.4437, 1.2446], [-4.7008, -3.4548, -0.8998], [3.4491, -0.4457, 1.3135], [-4.1172, -3.4209, 0.0088], [-2.0881, -2.0834, -3.0551], [-3.3710, -1.1388, -0.0814], [0.9393, 3.5728, 1.0429], [-6.7534, -3.6267, -4.1482], [2.9048, 5.4061, 2.2981], [-0.5944, -0.5683, -1.9292], [2.4441, 1.0132, -0.4388], [1.0716, 4.1779, 4.6694], [2.2972, -1.4156, 1.0740], [2.0785, 2.0177, -0.6747], [2.3475, 2.9544, 4.8586], [4.1243, 1.9796, 1.1866], [0.6741, 2.4443, 4.5250], [-4.2447, -2.7855, -2.0331], [3.1834, 4.0307, 2.5752], [1.3381, 0.0884, -0.5882], [1.3467, -0.0859, -2.7089], [1.4329, 3.2018, 4.3274], [-0.9033, -1.3724, -3.0170], [-6.6184, -4.2471, -2.1042], [0.9331, -1.9419, -0.5128], [-5.8763, -4.1816, -0.9369], [4.2911, -0.7083, 0.6679], [-2.3053, -2.7165, -3.9031], [1.7826, -1.2739, -0.3534], [4.5824, 1.8391, 2.1668], [0.4411, 4.7413, 2.2818], [0.6839, 0.2225, -1.8790], [-6.2144, -4.7014, -0.0521], [-6.1763, -3.5825, -3.2358], [4.8900, 1.8343, 0.4175], [-1.4968, -0.4951, -0.8742], [1.4834, -1.1901, 1.7643], [-7.5374, -4.8138, -2.1319], [2.9832, 0.9742, 0.9933], [3.7867, -0.5034, 2.3491], [4.1221, 3.6922, 3.5938], [0.6574, 3.6853, 2.0874], [-2.6742, -1.2146, -0.9036], [3.2052, 3.6667, 0.3592]],
  "nbo_charge": [0.159, -0.673, 0.229, 0.211, 0.206, 0.214, -0.074, 0.209, 0.215, -0.227, -0.861, 0.161, 0.210, -0.232, -0.387, 0.213, -0.201, 0.212, 0.199, 0.213, -0.943, -0.047, -0.217, 0.184, -0.402, 0.185, 0.239, -0.230, 0.203, 0.040, 2.436, -0.443, 0.169, -0.427, -0.200, -0.220, 0.216, -0.193, 0.193, 0.214, -0.226, 0.233, 0.204, -0.223, 0.212, -0.204, 0.201, -0.158, 0.204, 0.213, -0.246, 0.211, -0.942, -0.426, -0.205, 0.399],
  "e_above_lowest_kcal_mol": 64.27,
  "homo_ha": -0.31471,
  "gap_ha": 0.337
}



Record 4
{
  "formula": "C5H7NO2",
  "method": "ωB97M-V/def2-TZVPD",
  "species": ["O", "H", "H", "O", "H", "N", "H", "C", "H", "C", "C", "H", "H", "C", "C"],
  "coordinates": [[2.2199, -0.5038, -0.5898], [1.1119, 1.6003, 0.4522], [0.8901, -0.0706, -1.5858], [-2.7488, -0.6862, -0.2744], [-0.6832, 1.2589, -1.4179], [0.2816, -0.2271, 1.2301], [-0.1073, -2.2546, 0.3069], [-0.9418, 1.0694, -0.3137], [2.4712, -0.6873, 0.3872], [0.3380, 0.7476, 0.4445], [0.8556, -0.1560, -0.5610], [-0.4859, -0.2458, 1.9202], [-1.6781, 1.7590, 0.2136], [-0.1384, -1.1966, 0.1379], [-1.3849, -0.4071, -0.3499]],
  "nbo_charge": [-0.691, 0.201, 0.198, -0.549, 0.246, -0.572, 0.241, -0.526, 0.465, -0.116, 0.140, 0.361, 0.252, -0.191, 0.539],
  "e_above_lowest_kcal_mol": 136.97,
  "homo_ha": -0.34774,
  "gap_ha": 0.353
}



Record 5
{
  "formula": "C3H8N2O",
  "method": "ωB97M-V/def2-TZVPD",
  "species": ["H", "C", "O", "H", "H", "H", "H", "N", "N", "H", "C", "C", "H", "H"],
  "coordinates": [[-2.1829, -3.4933, -1.8478], [0.4435, 1.6227, 1.5335], [0.0607, -1.0283, -1.4197], [0.2295, 2.2519, -0.4266], [-1.5748, -1.1468, -2.5861], [1.7870, 2.3403, 0.3032], [-0.4432, 0.9866, 1.3811], [0.7863, 2.1936, 0.4158], [1.0314, 1.8641, 2.6921], [0.2421, -1.4932, -0.5865], [-1.4584, -2.8683, -1.3588], [-1.0163, -1.7405, -1.8760], [1.6504, 1.1349, 3.0701], [-1.0989, -3.1633, -0.3750]],
  "nbo_charge": [0.238, 0.320, -0.695, 0.459, 0.189, 0.436, 0.265, -0.647, -0.243, 0.462, -0.515, 0.137, 0.407, 0.186],
  "e_above_lowest_kcal_mol": 52.41,
  "multiplicity": 2,
  "homo_ha": [-0.44447, -0.44439],
  "charge": 1,
  "gap_ha": [0.247, 0.153]
}